{
  "formula": "C4H5FO",
  "method": "ωB97M-V with the def2-TZVPD basis set",
  "elements": ["C", "C", "C", "C", "O", "F", "H", "H", "H", "H", "H"],
  "coordinates": [[-2.68045, -1.11841, 0.72965], [-2.39127, -0.05296, 0.03955], [0.79939, 1.62470, 2.07380], [0.68310, 2.13660, 3.24274], [0.92220, 1.12307, 1.04986], [-1.43658, -0.13868, -0.88008], [-2.23170, -2.00903, 0.43776], [-3.43015, -0.99672, 1.46359], [1.54903, 2.39716, 3.85044], [-0.28316, 2.58216, 3.39588], [-2.89292, 0.90837, 0.06868]],
  "forces_ev_per_angstrom": [[-0.728, 1.203, 0.140], [-0.114, 0.374, -0.241], [0.713, -0.626, -0.720], [-0.111, 1.210, 1.525], [-0.044, -0.464, -1.074], [0.490, 0.416, -0.833], [0.712, -1.589, 0.113], [-0.643, -0.437, 0.693], [-0.379, -0.237, -0.213], [-0.184, 0.109, 0.483], [0.288, 0.041, 0.128]],
  "smiles": "C=C=O.C=CF",
  "orbital_gap_ev": 10.3,
  "max_force_ev_per_a": 1.95,
  "e_homo_ev": -9.38,
  "spin_multiplicity": 1
}

***

{
  "formula": "C4H5FO",
  "method": "ωB97M-V with the def2-TZVPD basis set",
  "elements": ["C", "C", "C", "C", "H", "H", "H", "H", "H", "O", "F"],
  "coordinates": [[0.84093, 0.95879, 1.27006], [0.18961, 0.51155, -0.00708], [-0.18890, -0.94488, -0.34265], [-1.05878, -1.17856, -1.34559], [0.15278, 1.17319, 2.08856], [1.44233, 0.17643, 1.70343], [1.44542, 1.86618, 0.96803], [0.09583, -1.72046, 0.31626], [-1.72793, -2.02982, -1.57230], [0.06746, 1.40005, -0.79931], [-1.25876, -0.21246, -2.27941]],
  "forces_ev_per_angstrom": [[0.663, -0.034, 0.446], [0.621, -0.589, -0.331], [-1.063, 1.563, -0.518], [0.306, 0.851, -0.401], [-0.340, 0.348, -0.321], [0.693, -0.288, 0.022], [-0.714, -1.121, 0.749], [-0.074, -0.675, 0.685], [0.956, 0.231, 0.352], [-0.705, 0.514, -1.380], [-0.342, -0.802, 0.697]],
  "smiles": "CC(=O)/C=C\\F",
  "orbital_gap_ev": 10.0,
  "max_force_ev_per_a": 1.96,
  "e_homo_ev": -9.57,
  "spin_multiplicity": 1
}